{
  "formula": "C36H71N11O8",
  "method": "wB97M-V/def2-TZVPD",
  "elements": ["C", "C", "C", "N", "C", "H", "H", "H", "H", "H", "C", "C", "C", "N", "C", "H", "H", "H", "H", "H", "C", "C", "C", "N", "C", "H", "H", "H", "H", "H", "C", "N", "C", "C", "O", "H", "H", "H", "H", "H", "H", "H", "C", "N", "C", "C", "O", "H", "H", "H", "H", "H", "H", "H", "C", "N", "C", "C", "O", "H", "H", "H", "H", "H", "H", "H", "C", "N", "C", "C", "O", "H", "H", "H", "H", "H", "H", "H", "C", "N", "C", "C", "O", "H", "H", "H", "H", "H", "H", "H", "C", "N", "C", "C", "O", "H", "H", "H", "H", "H", "H", "H", "C", "N", "C", "C", "O", "H", "H", "H", "H", "H", "H", "H", "C", "N", "C", "C", "O", "H", "H", "H", "H", "H", "H", "H"],
  "xyz": [[-26.227232, 0.895271, 9.431463], [-27.451340, 1.401969, 9.016236], [-27.283771, 1.854833, 7.708866], [-25.937261, 1.660016, 7.396336], [-25.301835, 1.052426, 8.433185], [-26.066128, 0.458692, 10.406060], [-28.378435, 1.543601, 9.551810], [-27.966145, 2.419928, 7.091270], [-25.452724, 1.959295, 6.562227], [-24.253419, 0.812677, 8.334427], [-21.372506, 1.552564, 8.942162], [-21.107998, 2.427563, 9.987164], [-21.105998, 1.750655, 11.165190], [-21.718263, 0.489872, 10.978569], [-21.809160, 0.368270, 9.591109], [-21.407961, 1.758804, 7.882634], [-20.753872, 3.412713, 9.721712], [-20.862687, 2.099885, 12.157780], [-21.869279, -0.215063, 11.685930], [-22.169003, -0.554711, 9.160975], [-25.158614, 2.201920, 13.557370], [-24.215778, 1.479605, 12.866388], [-24.116316, 0.198395, 13.447056], [-24.961011, 0.178649, 14.510778], [-25.568547, 1.427785, 14.612042], [-25.472172, 3.224720, 13.409182], [-23.737776, 1.802443, 11.953324], [-23.527860, -0.649618, 13.129257], [-25.005638, -0.642563, 15.097041], [-26.248955, 1.676578, 15.413005], [-19.250386, -1.779240, 14.436100], [-19.143236, -2.100692, 13.020634], [-20.166317, -2.138833, 12.145999], [-19.853003, -2.306408, 10.709871], [-21.327040, -2.028184, 12.496135], [-19.699346, -2.678840, 14.857122], [-20.019608, -1.016942, 14.559779], [-18.280075, -1.564225, 14.883733], [-18.211487, -2.130697, 12.632002], [-19.375112, -3.277728, 10.582331], [-19.177157, -1.489753, 10.456105], [-20.730875, -2.298368, 10.063831], [-24.041287, 3.987055, 9.863192], [-24.287332, 4.983933, 8.885952], [-25.371962, 5.853617, 8.764756], [-26.423632, 5.850263, 9.920656], [-25.404231, 6.657015, 7.878127], [-23.835157, 3.029476, 9.385013], [-24.864946, 3.827434, 10.559050], [-23.134621, 4.215278, 10.423518], [-23.662532, 5.060267, 8.096079], [-25.821277, 5.992039, 10.817972], [-26.773765, 4.828901, 10.070130], [-27.251524, 6.555564, 9.993026], [-24.291548, -2.721126, 11.049898], [-24.602814, -4.045958, 10.527009], [-24.224641, -4.394010, 9.255060], [-24.625539, -5.743354, 8.805921], [-23.479747, -3.679140, 8.515865], [-24.652404, -1.847943, 10.506374], [-23.211018, -2.638751, 11.167303], [-24.689150, -2.822721, 12.059701], [-25.437257, -4.472349, 10.903838], [-24.447722, -6.547449, 9.520008], [-24.141154, -5.902706, 7.842551], [-25.678717, -5.794587, 8.529682], [-19.412396, -0.372353, 6.169790], [-19.047428, 0.949309, 5.776939], [-18.421914, 1.891437, 6.525968], [-17.989257, 1.636576, 7.953958], [-18.220376, 3.032598, 6.069908], [-20.086759, -0.854975, 5.462392], [-19.843378, -0.319071, 7.169543], [-18.538993, -1.020394, 6.096939], [-19.263455, 1.298358, 4.854116], [-18.207248, 2.470402, 8.621273], [-16.903285, 1.555848, 7.906734], [-18.435732, 0.730937, 8.364541], [-18.994450, 5.735977, 8.460069], [-19.566800, 5.238227, 7.228319], [-20.838718, 5.442058, 6.790738], [-21.208982, 4.792226, 5.430345], [-21.657471, 6.197596, 7.308841], [-17.912124, 5.694628, 8.582407], [-19.289825, 5.132999, 9.318718], [-19.292820, 6.749565, 8.727836], [-19.073500, 4.453501, 6.827121], [-20.342583, 4.521205, 4.827010], [-21.902352, 5.419049, 4.869612], [-21.770794, 3.910471, 5.738539], [-21.849577, 1.094153, 16.126313], [-22.194028, 2.244325, 15.306395], [-21.405179, 3.295743, 15.119655], [-21.915157, 4.328423, 14.177018], [-20.343758, 3.506613, 15.702001], [-22.395540, 0.186162, 15.870236], [-21.968200, 1.342260, 17.181044], [-20.811456, 0.821834, 15.935922], [-23.051897, 2.167913, 14.778829], [-22.370091, 5.084354, 14.817105], [-22.624945, 3.820324, 13.524223], [-21.097741, 4.752327, 13.593726], [-23.191548, -1.039166, 6.244788], [-22.883654, -2.395713, 5.839597], [-22.839934, -2.754333, 4.563010], [-22.311105, -4.154295, 4.208886], [-23.056378, -1.952383, 3.621063], [-22.355760, -0.339497, 6.240840], [-23.506096, -1.177414, 7.279219], [-24.017563, -0.563535, 5.716044], [-22.841271, -3.065838, 6.594081], [-23.041952, -4.907379, 3.914213], [-21.881100, -4.680392, 5.061176], [-21.550753, -4.098863, 3.429855], [-16.194323, 6.795496, 11.607737], [-17.111445, 5.787223, 12.211837], [-17.364422, 4.598994, 11.750562], [-18.461236, 3.839322, 12.492659], [-16.904994, 4.078884, 10.749437], [-16.753853, 7.710992, 11.415653], [-15.630316, 6.436556, 10.746832], [-15.493568, 7.103540, 12.383717], [-17.490632, 5.945846, 13.134418], [-18.072059, 2.990010, 13.054185], [-19.177937, 3.472858, 11.757716], [-19.026626, 4.497267, 13.152619]],
  "forces_ev_per_a": [[0.787, -0.776, 1.289], [-0.823, 0.968, -1.836], [1.023, 0.164, 0.807], [-1.003, 0.182, -0.349], [-0.118, 0.083, -0.196], [0.260, -0.010, -0.033], [0.144, -0.332, 0.148], [0.227, -0.179, -0.145], [-0.390, -0.049, 0.081], [-0.122, -0.042, 0.298], [-2.003, -2.785, 1.080], [1.928, 0.880, -0.557], [-1.621, -0.591, 1.316], [1.711, 2.289, -2.325], [0.069, 0.114, -0.295], [0.021, -0.060, 0.058], [0.099, 0.236, 0.763], [-0.156, -0.060, -0.006], [0.164, -0.177, -0.226], [-0.060, -0.004, 0.000], [-0.696, 0.628, 1.474], [0.971, -2.049, -1.281], [0.100, 1.589, -1.165], [0.184, 0.598, -0.143], [-0.500, -0.843, 0.637], [0.028, -0.088, -0.131], [0.155, -0.143, 0.087], [-0.068, -0.050, 0.231], [-0.428, 0.528, 0.223], [0.041, -0.230, -0.062], [-1.323, -1.047, -0.495], [1.313, 0.423, -0.690], [-0.284, 0.031, 0.330], [0.765, -0.291, -0.474], [-1.142, 0.286, 0.985], [0.245, 0.054, 0.742], [0.417, 0.373, 0.156], [-0.272, 0.131, -0.196], [-0.192, -0.017, -0.012], [0.330, 0.081, -0.207], [0.135, -0.161, -0.474], [-0.007, 0.174, 0.375], [0.530, -0.765, 0.397], [-1.820, 1.135, -0.684], [0.083, -0.334, 1.701], [1.415, -1.188, 0.436], [-0.314, 0.675, -1.213], [-0.152, -0.124, 0.035], [-0.027, 0.177, -0.160], [-0.002, 0.140, 0.324], [0.225, 0.209, 0.109], [0.061, 0.264, 0.252], [-0.408, -0.054, -0.226], [0.342, 0.055, -0.937], [0.503, -0.794, 0.931], [0.134, 0.663, -1.761], [1.722, 1.571, -0.559], [-0.609, -0.666, -1.134], [-1.733, -1.197, 2.134], [-0.379, -0.265, -0.121], [-0.008, 0.087, -0.104], [-0.057, 0.894, 0.093], [0.235, -0.210, -0.199], [0.227, 0.163, -0.030], [0.329, -0.320, 0.292], [-0.287, 0.219, 0.322], [0.389, -0.756, -0.075], [0.273, 1.356, -0.295], [-0.232, 1.617, 0.307], [-0.109, -0.685, -0.360], [-0.143, -1.231, -0.194], [-0.425, 0.535, 0.075], [-0.020, -0.538, -0.057], [0.153, -0.182, 0.650], [-0.053, -0.173, -0.007], [-0.124, 0.099, -0.310], [0.060, -0.190, 0.193], [0.228, -0.004, 0.107], [-0.475, 0.152, 1.372], [0.077, -0.117, 0.050], [-0.145, 1.326, -1.016], [0.238, -0.197, 1.121], [0.483, -0.601, 0.434], [0.119, -0.121, -1.072], [-0.430, -0.212, 0.165], [-0.243, 0.038, -0.504], [0.214, -0.005, -0.370], [-0.080, -0.110, 0.116], [0.209, 0.177, 0.260], [0.004, -0.371, -0.387], [0.734, 0.262, 0.056], [-0.893, -1.645, 0.062], [1.482, 1.186, 0.402], [-0.431, -0.396, -0.307], [-0.043, -0.776, 0.157], [-0.484, 0.428, -0.109], [0.043, -0.247, 0.058], [0.201, 0.252, 0.253], [0.141, 0.173, -0.088], [-0.198, 0.195, -0.400], [-0.305, 0.628, -0.237], [-0.159, 0.001, 0.175], [-0.608, -0.143, 0.965], [-0.029, 0.530, 0.472], [0.543, 0.473, -3.337], [-0.104, -0.589, 0.877], [0.187, -1.177, 1.847], [0.288, -0.214, -0.241], [-0.066, 0.421, 0.104], [0.039, -0.377, -0.288], [0.035, -0.181, -0.141], [-0.526, 0.588, -0.463], [0.387, 0.379, 0.319], [-0.201, 0.259, 0.030], [-0.414, -0.093, 1.356], [1.228, 2.646, 0.511], [-1.592, -3.001, -0.952], [-0.226, 0.412, 0.212], [0.775, 0.277, -0.633], [-0.121, -0.190, -0.541], [-0.491, -0.210, 0.113], [0.290, -0.218, -0.041], [0.158, 0.496, -0.240], [0.046, 0.086, -0.024], [0.292, -0.060, -0.117], [0.136, -0.145, 0.311]],
  "mulliken_charge": [0.0717, -0.9128, -0.5949, 0.1030, -0.8268, 0.4112, 0.4300, 0.4037, 0.2425, 0.6019, -0.4096, -0.2653, -1.6732, 1.6115, -0.9544, 0.5687, 0.6048, 0.5340, -0.3018, 0.4555, -0.8285, 0.9592, -1.6801, 0.2532, -0.7980, 0.4394, 0.2343, 0.5009, 0.2489, 0.4162, -0.5894, -0.1867, 0.6883, -0.9194, -0.6719, 0.3193, -0.0272, 0.3442, 0.2517, 0.5300, 0.3260, -0.1164, 0.0532, 0.1804, 0.6293, -1.0352, -0.6300, -0.4864, 0.0829, 0.3139, -0.0810, 0.2947, 0.2355, 0.3368, -0.5391, -0.1507, 0.5882, -1.3122, -0.6546, 0.1346, 0.0573, 0.4352, 0.3004, 0.3467, 0.3167, 0.3558, -0.6159, -0.0146, 0.3976, -0.0047, -0.8329, 0.3380, -0.0162, 0.3203, 0.2949, -0.1545, 0.4439, -0.1122, -0.9175, 0.0352, 0.7775, -0.9731, -0.6723, 0.3496, 0.1089, 0.3966, 0.1754, 0.3342, 0.3699, 0.1149, -1.0628, 0.0518, 0.7285, -0.4280, -0.7170, 0.2515, 0.3415, 0.3252, 0.3557, 0.3487, -0.1301, 0.1521, -0.5424, 0.1362, 0.7643, -1.1325, -0.6854, 0.0611, 0.0014, 0.3707, 0.2666, 0.3299, 0.2990, 0.2984, -0.9444, -0.2160, 0.6411, -0.0303, -0.6725, 0.3157, 0.3204, 0.3582, 0.2300, 0.2946, -0.5349, 0.1441],
  "orbital_gap_ev": 8.198,
  "homo_ha": -0.297,
  "e_lumo_ev": 0.13,
  "e_above_lowest_kcal_mol": 0.0
}